C24H33O5Tc | the ωB97M-V functional and the def2-TZVPD basis

Geometry as XYZ:
```
63
Properties=species:S:1:pos:R:3:forces:R:3
C 0.245 -0.362 -3.394 0.022 -0.768 -1.235
C -0.131 -0.915 -2.015 0.604 0.059 -0.394
C 0.048 1.161 -3.316 0.172 -0.120 0.202
C -1.035 1.334 -2.229 -0.582 0.009 0.402
H -0.240 1.512 -4.318 -0.008 0.067 0.468
H 0.990 1.646 -3.020 -0.207 -0.190 -0.194
C -1.312 -0.073 -1.608 -0.218 0.046 -0.385
H 0.701 -0.744 -1.323 0.118 -0.091 -0.079
H -0.334 -1.985 -2.075 0.077 0.178 0.193
C -1.503 0.137 -0.115 -0.259 0.098 0.490
H -2.209 -0.519 -2.055 0.044 0.212 0.099
H -1.951 1.692 -2.728 0.192 0.040 0.441
C -0.745 2.228 -0.971 -0.112 0.085 -0.253
C 1.581 -0.865 -3.871 -0.722 1.630 1.346
C -0.580 -0.988 -4.542 -0.474 0.969 2.347
O -0.895 -0.458 -5.590 -0.251 0.285 -1.184
O 2.380 -1.478 -3.186 1.143 -1.484 0.612
O 1.731 -0.663 -5.187 1.206 0.053 -2.010
O -0.838 -2.283 -4.237 -0.139 -2.066 -0.719
C -0.689 -3.280 -5.293 -0.164 0.678 0.620
H -0.308 -4.164 -4.773 -0.158 0.009 -0.240
H 0.032 -2.962 -6.057 -0.254 0.063 0.198
H -1.673 -3.475 -5.747 0.372 0.001 0.026
C 2.979 -1.045 -5.753 -0.359 -0.006 0.224
H 3.807 -0.476 -5.299 -0.105 -0.190 -0.072
H 2.892 -0.813 -6.817 0.073 0.023 0.111
H 3.154 -2.123 -5.629 0.069 0.316 0.066
O -1.290 1.520 0.188 0.031 0.200 -0.935
H -0.830 -0.465 0.529 -0.046 0.107 -0.454
H -2.531 -0.125 0.181 0.154 0.172 0.038
C -1.495 3.554 -1.113 -0.076 0.121 0.204
C 0.742 2.497 -0.695 0.009 0.004 0.106
H 1.189 3.129 -1.476 -0.103 -0.283 0.152
H 1.305 1.556 -0.620 -0.089 0.225 -0.120
H 0.854 3.034 0.260 -0.178 -0.178 -0.194
H -1.416 4.157 -0.201 0.059 -0.106 -0.083
H -2.562 3.378 -1.307 0.296 0.000 0.019
H -1.072 4.137 -1.945 -0.138 -0.199 0.168
Tc 0.111 -0.152 4.226 1.972 1.782 -1.447
C -1.860 -0.073 5.517 0.400 -0.576 -0.842
C -2.369 0.091 4.187 -0.838 -0.969 0.187
C -1.951 -1.021 3.380 0.269 0.357 1.669
H -2.957 0.926 3.838 0.230 0.007 -0.039
C -1.196 -1.910 4.228 -1.839 -0.210 0.736
C -1.152 -1.326 5.554 -1.898 -0.749 -0.413
H -0.740 -1.778 6.443 0.085 0.043 -0.104
H -2.001 0.590 6.365 0.048 -0.125 -0.300
H -2.204 -1.208 2.350 0.154 0.155 -0.033
H -0.831 -2.891 3.937 0.019 0.334 0.076
C 2.176 0.595 4.673 0.120 -0.794 0.081
C 1.784 -0.392 5.642 0.515 -0.156 -0.652
C 1.550 -1.622 4.921 1.665 -0.294 0.243
H 1.712 -0.240 6.721 0.004 -0.043 -0.506
C 1.800 -1.403 3.516 0.239 0.492 0.592
C 2.193 -0.026 3.366 -0.108 -0.572 0.812
H 2.447 0.434 2.417 -0.204 0.074 0.251
H 2.414 1.628 4.914 -0.149 -0.291 -0.223
H 1.294 -2.573 5.367 -0.003 0.086 -0.038
H 1.744 -2.148 2.719 -0.017 0.387 0.344
C -0.177 1.742 3.448 -0.848 1.627 -0.769
H -1.060 2.304 3.791 0.217 -0.113 0.047
H -0.381 1.591 2.370 0.018 -0.143 0.133
H 0.663 2.453 3.460 -0.049 -0.282 0.211
```
Forces are in eV/Å.

Multiplicity: 4
LUMO level (spin up / spin down): 2.5 / 1.7 eV
Total energy: -37854.95755 eV
Expectation value of S²: 3.7695
Charge: -1
HOMO level (spin up / spin down): 0.53 / -5.41 eV

natural (NBO) charges in e:
1. C -0.2388
2. C -0.3822
3. C -0.4121
4. C -0.2302
5. H 0.2449
6. H 0.2002
7. C -0.2523
8. H 0.1996
9. H 0.2385
10. C -0.0572
11. H 0.2130
12. H 0.2103
13. C 0.2781
14. C 0.6458
15. C 0.6703
16. O -0.7069
17. O -0.7246
18. O -0.5478
19. O -0.5789
20. C -0.2611
21. H 0.1751
22. H 0.1913
23. H 0.1676
24. C -0.2778
25. H 0.1652
26. H 0.1746
27. H 0.1780
28. O -0.5649
29. H 0.1664
30. H 0.1616
31. C -0.6192
32. C -0.6606
33. H 0.2071
34. H 0.2177
35. H 0.2100
36. H 0.2038
37. H 0.2078
38. H 0.2054
39. Tc 0.4036
40. C -0.2417
41. C -0.2712
42. C -0.2278
43. H 0.2361
44. C -0.2958
45. C -0.3107
46. H 0.2343
47. H 0.2366
48. H 0.2484
49. H 0.2387
50. C -0.2151
51. C -0.2568
52. C -0.3086
53. H 0.2429
54. C -0.2436
55. C -0.2289
56. H 0.2586
57. H 0.2476
58. H 0.2346
59. H 0.2547
60. C -0.9064
61. H 0.2024
62. H 0.2603
63. H 0.1899

C4H8N2O | the ωB97M-V functional and the def2-TZVPD basis

Geometry as XYZ:
```
15
Properties=species:S:1:pos:R:3:forces:R:3
C 1.561 -1.380 0.878 -0.434 -0.411 0.352
C -0.686 2.300 -1.152 -0.309 -0.028 -0.127
C -0.854 -0.748 0.600 2.768 -1.277 -1.762
C -0.508 0.850 -0.881 -2.172 0.019 -1.171
O 0.605 -0.364 0.655 -1.421 -0.629 0.614
N -1.392 0.205 -0.181 0.917 2.180 0.721
N -1.371 -1.822 0.969 -0.313 -0.181 0.630
H -0.794 -2.440 1.525 0.181 0.169 0.062
H 0.188 0.333 -1.550 0.534 -0.009 0.748
H 1.416 -1.818 1.870 0.137 -0.110 0.026
H 1.494 -2.179 0.128 0.007 0.162 0.082
H 2.549 -0.922 0.847 -0.100 0.069 -0.041
H 0.271 2.816 -1.116 0.095 -0.018 -0.055
H -1.102 2.425 -2.154 0.102 0.083 -0.141
H -1.376 2.742 -0.439 0.007 -0.019 0.061
```
Forces are in eV/Å.

SMILES: [H]/N=C(/N=C/C)OC
LUMO level: 0.4 eV
ΔE to the lowest compared entry with this formula, charge and spin: 3.273 eV
Total energy: -9303.11987 eV
Charge: 0
HOMO level: -9.07 eV

natural (NBO) charges in e:
1. C -0.2558
2. C -0.6930
3. C 0.6724
4. C 0.3144
5. O -0.5733
6. N -0.5312
7. N -0.7104
8. H 0.3546
9. H 0.1647
10. H 0.1728
11. H 0.1749
12. H 0.1988
13. H 0.2341
14. H 0.2407
15. H 0.2362

C5H11N2O | the ωB97M-V functional and the def2-TZVPD basis

Geometry as XYZ:
```
19
Properties=species:S:1:pos:R:3:forces:R:3
C -0.057 1.401 0.053 -0.982 -0.921 1.016
C -1.478 1.301 -0.559 0.036 3.561 -2.336
C 0.399 -0.094 0.187 -0.366 1.572 0.079
C 1.349 -0.400 1.323 -0.078 -3.042 -0.635
C 0.949 -0.614 -1.145 0.511 -0.612 2.440
N -1.148 -1.933 0.503 -0.880 -2.135 -0.136
N -0.945 -0.796 0.199 -2.178 0.440 0.479
O -1.989 0.008 -0.291 0.842 -1.108 0.540
H 0.680 1.757 -0.638 0.035 1.118 -0.168
H -0.143 2.003 1.012 0.640 -1.011 -1.086
H -2.178 2.149 -0.190 0.954 -1.930 -0.022
H -1.482 1.534 -1.712 0.140 -1.059 1.990
H 0.982 -1.248 1.910 -0.112 -0.306 -0.317
H 1.498 0.280 2.071 0.045 2.558 1.415
H 2.351 -0.732 0.993 -0.613 0.314 -0.261
H 1.478 -1.528 -0.860 -0.397 -0.289 -0.706
H 1.697 0.091 -1.356 0.910 0.870 -1.193
H 0.143 -0.729 -1.813 -0.347 -0.134 -1.451
H -2.106 -2.452 0.313 1.842 2.113 0.349
```
Forces are in eV/Å.

SMILES: [H]/N=[N+]1\OCCC1(C)C
LUMO level: -5.1 eV
ΔE to the lowest compared entry with this formula, charge and spin: 5.092 eV
Total energy: -10380.51344 eV
Charge: +1
HOMO level: -15.66 eV

natural (NBO) charges in e:
1. C -0.4444
2. C -0.1234
3. C 0.1292
4. C -0.6480
5. C -0.5986
6. N -0.1988
7. N 0.3150
8. O -0.2921
9. H 0.2510
10. H 0.2539
11. H 0.2473
12. H 0.2194
13. H 0.2558
14. H 0.2478
15. H 0.2517
16. H 0.2434
17. H 0.2394
18. H 0.2219
19. H 0.4297

C5H21NO6 | the ωB97M-V functional and the def2-TZVPD basis

Geometry as XYZ:
```
33
Properties=species:S:1:pos:R:3:forces:R:3
C 0.660 -0.302 -3.239 -3.567 1.146 0.669
O -0.491 -0.723 -2.390 0.362 0.800 -0.416
C 1.174 1.029 -2.715 2.073 0.504 -1.248
C 2.338 0.818 -1.742 2.079 -0.963 2.239
C 2.023 -0.057 -0.542 -0.034 0.153 -0.995
C 2.810 -0.523 0.434 -1.730 0.099 -1.109
N 2.196 -1.339 1.374 0.644 -0.844 1.644
H 0.210 -0.240 -4.246 0.833 0.005 0.161
H 1.289 -1.105 -3.091 1.813 -1.504 -0.271
H -1.028 0.085 -2.332 -0.068 -0.482 0.118
H 1.747 1.543 -3.540 -1.322 -0.087 0.364
H 0.282 1.604 -2.397 0.871 0.137 0.097
H 3.027 1.611 -1.342 -1.485 0.504 -0.742
H 3.152 0.223 -2.183 -0.502 0.051 -1.124
H 1.062 -0.534 -0.694 -0.345 0.029 0.759
H 3.875 -0.344 0.560 -0.275 0.305 0.126
H 1.425 -1.997 1.200 0.902 0.829 -0.272
H 2.841 -1.613 2.097 -0.428 -0.477 0.118
H 0.061 2.241 2.615 1.007 0.034 1.100
H 0.845 1.014 1.748 0.746 0.128 0.968
O 0.157 1.659 1.886 -1.464 -0.159 -2.274
H -2.179 0.669 3.508 -0.032 0.001 0.016
H -3.180 0.760 2.346 1.038 -0.764 0.362
O -2.362 0.289 2.643 -1.222 0.658 -0.317
H -0.483 -2.800 2.953 -0.114 -0.031 -1.660
H -0.448 -1.265 3.520 -0.084 0.235 -1.243
O -0.477 -2.200 3.666 0.177 -0.251 2.849
H -3.725 -1.925 -1.310 -0.313 0.272 0.371
H -3.099 -0.698 -0.713 -0.416 -0.045 0.232
O -3.925 -1.212 -0.677 0.776 -0.187 -0.580
H -2.467 2.607 0.353 -0.004 -0.101 1.105
H -1.044 2.070 -0.105 0.793 -0.362 1.340
O -1.876 2.429 -0.357 -0.710 0.365 -2.385
```
Forces are in eV/Å.

SMILES: N/C=C/CCCO.O.O.O.O.O
LUMO level: 0.4 eV
ΔE to the lowest compared entry with this formula, charge and spin: 3.180 eV
Total energy: -19298.17496 eV
Charge: 0
HOMO level: -7.84 eV

natural (NBO) charges in e:
1. C -0.0697
2. O -0.7451
3. C -0.4347
4. C -0.4467
5. C -0.3006
6. C -0.0277
7. N -0.8504
8. H 0.1797
9. H 0.1884
10. H 0.4583
11. H 0.2217
12. H 0.2141
13. H 0.2243
14. H 0.2105
15. H 0.2080
16. H 0.1973
17. H 0.3952
18. H 0.3760
19. H 0.4894
20. H 0.5140
21. O -1.0035
22. H 0.4617
23. H 0.4716
24. O -0.9333
25. H 0.4792
26. H 0.4918
27. O -0.9693
28. H 0.4675
29. H 0.4720
30. O -0.9389
31. H 0.4746
32. H 0.4965
33. O -0.9719

C8H15N3O5 | the ωB97M-V functional and the def2-TZVPD basis

Geometry as XYZ:
```
31
Properties=species:S:1:pos:R:3:forces:R:3
C -2.719 -0.480 0.028 1.027 -1.056 0.580
C -1.403 -0.728 -0.773 -0.293 -0.042 -0.397
C -3.414 0.747 -0.531 0.228 0.173 -0.239
C 0.957 -1.406 -0.733 0.141 -1.901 -1.515
C 1.813 -2.341 0.121 0.524 0.771 -0.914
C 1.727 -0.115 -0.996 1.513 -0.816 0.337
C 2.090 0.588 0.310 -1.218 1.895 -0.792
C 2.594 2.013 -0.003 2.041 -0.318 -1.396
H -2.964 -0.378 2.110 -0.392 0.148 -0.188
H -1.601 0.318 1.504 0.111 0.230 0.347
H -3.414 -1.348 0.109 0.307 0.500 -1.217
H -2.819 1.695 -0.343 -0.639 -0.983 0.190
H -3.427 0.645 -1.636 -0.552 0.074 0.575
H -5.077 1.610 0.178 0.358 -0.664 -0.210
H -0.450 -1.770 0.801 -0.223 0.497 -0.185
H 0.810 -2.008 -1.667 0.187 0.889 0.228
H 1.197 0.594 -1.549 -1.500 0.763 -0.904
H 2.583 -0.300 -1.697 -0.363 -0.135 1.088
H 1.160 0.739 0.883 0.133 -0.294 0.003
H 2.771 0.118 0.978 0.771 -0.543 0.348
H 1.775 2.938 1.548 -0.628 -0.106 0.917
H 2.926 3.840 0.778 0.051 -0.336 -0.159
H 3.264 -3.445 0.296 0.165 0.219 -0.442
N -2.266 -0.429 1.387 0.451 0.372 1.194
N -0.340 -1.296 -0.091 -0.328 0.629 -0.594
N 2.622 2.905 1.036 -0.133 0.445 -0.096
O -1.329 -0.310 -1.923 0.543 -0.484 0.631
O -4.694 0.714 0.114 -0.072 1.112 -0.226
O 1.546 -2.528 1.261 -0.360 -0.703 1.738
O 3.145 2.300 -1.066 -0.877 -0.561 0.949
O 2.937 -2.882 -0.435 -0.972 0.226 0.352
```
Forces are in eV/Å.

SMILES: NC(=O)CC[C@H](NC(=O)[C@@H](N)CO)C(=O)O
LUMO level: 0.5 eV
ΔE to the lowest compared entry with this formula, charge and spin: 0.804 eV
Total energy: -23247.85970 eV
Charge: 0
HOMO level: -9.35 eV

natural (NBO) charges in e:
1. C -0.1592
2. C 0.6790
3. C -0.0842
4. C -0.1457
5. C 0.7973
6. C -0.4107
7. C -0.5040
8. C 0.6809
9. H 0.3778
10. H 0.3482
11. H 0.2300
12. H 0.1631
13. H 0.2033
14. H 0.4761
15. H 0.4527
16. H 0.2332
17. H 0.2450
18. H 0.2477
19. H 0.2078
20. H 0.2381
21. H 0.3748
22. H 0.3952
23. H 0.4975
24. N -0.8413
25. N -0.6435
26. N -0.8176
27. O -0.6278
28. O -0.7335
29. O -0.6043
30. O -0.6032
31. O -0.6729

C20H27F5NO2S4V | the ωB97M-V functional and the def2-TZVPD basis

Geometry as XYZ:
```
60
Properties=species:S:1:pos:R:3:forces:R:3
V -0.429 -0.277 -0.895 0.305 -0.789 1.983
C -2.014 -3.118 -1.444 -1.693 2.325 -0.012
C -3.184 -2.213 -0.804 0.580 0.416 -1.304
S -2.726 -0.614 0.075 0.246 -0.236 -0.224
C -3.619 0.725 -0.847 -0.047 -1.347 -2.018
C -2.696 1.886 -1.241 -0.705 1.275 1.075
S -1.553 1.283 -2.468 -0.679 -1.468 -0.639
C -0.115 2.271 -2.776 0.750 0.103 1.408
C 0.913 1.314 -3.366 1.392 1.529 -0.999
S 1.568 0.011 -2.313 -0.452 -1.220 -0.151
C 1.349 -1.467 -3.438 0.780 -0.629 0.430
C 0.552 -2.629 -2.846 -0.331 -0.658 -0.509
S -1.101 -1.969 -2.512 -0.273 0.004 -0.114
H -2.445 -3.913 -2.024 -0.369 -0.213 -0.360
H -1.366 -3.532 -0.737 0.848 -0.454 1.145
H -3.797 -2.782 -0.146 -0.175 -0.529 0.715
H -3.878 -1.828 -1.570 0.405 -0.475 -0.074
H -4.541 1.006 -0.373 0.002 0.469 0.849
H -4.025 0.224 -1.772 0.601 0.449 0.573
H -2.138 2.252 -0.375 -0.036 -0.084 -0.029
H -3.291 2.751 -1.594 0.230 -0.600 -0.103
H 0.222 2.728 -1.847 0.070 0.045 -0.033
H -0.360 3.035 -3.463 -0.089 0.797 -0.887
H 1.849 1.878 -3.670 -1.330 -0.322 0.111
H 0.474 0.891 -4.261 0.165 -0.285 -0.202
H 2.347 -1.826 -3.752 -0.479 0.305 0.239
H 0.814 -1.134 -4.307 -0.062 0.381 -0.482
H 0.942 -3.089 -1.944 0.267 0.127 0.148
H 0.427 -3.421 -3.624 0.275 0.575 0.517
F -1.633 -4.377 4.746 0.063 0.283 0.178
C -1.154 -3.670 3.748 0.656 0.179 -0.746
C -0.981 -2.288 3.787 -0.368 0.617 0.681
F -1.264 -1.651 4.921 -0.212 0.065 -0.101
C -0.596 -1.520 2.687 -0.624 -0.868 -0.328
F -0.783 -0.196 2.691 0.261 0.061 0.385
C -0.227 -2.151 1.498 0.849 0.997 -1.005
O 0.282 -1.445 0.407 -0.976 -0.400 0.153
C -0.281 -3.531 1.511 0.637 -1.662 -1.037
F 0.174 -4.272 0.427 -0.420 1.100 0.928
C -0.749 -4.284 2.579 -0.327 -1.684 -0.434
F -0.842 -5.648 2.447 0.223 1.947 0.198
O 0.048 1.436 0.088 -0.199 0.194 -0.474
C 0.606 1.816 1.138 0.134 -0.351 1.113
C 0.373 3.120 1.834 0.165 1.013 -1.701
C 1.776 3.645 2.229 -0.287 0.028 0.412
C 2.974 3.467 1.255 -0.928 -0.582 0.050
C 3.716 2.130 1.352 -0.136 -0.175 -0.932
C 2.828 0.903 1.037 0.524 0.152 1.186
N 1.530 1.059 1.765 0.858 0.091 -0.453
H -0.253 2.932 2.678 -0.382 -0.116 0.920
H -0.184 3.878 1.225 0.451 -0.870 0.163
H 2.023 3.156 3.174 0.270 0.288 0.149
H 1.672 4.691 2.481 -0.033 0.302 -0.006
H 3.632 4.276 1.526 0.495 0.179 -0.316
H 2.679 3.567 0.200 -0.138 0.433 0.195
H 4.182 2.028 2.301 0.313 -0.139 1.045
H 4.543 2.164 0.625 -0.192 -0.186 0.182
H 3.281 -0.049 1.319 0.050 0.157 -0.018
H 2.654 0.899 0.002 -0.466 -0.229 -1.350
H 1.797 1.476 2.655 -0.458 -0.317 -0.089
```
Forces are in eV/Å.

Multiplicity: 3
LUMO level (spin up / spin down): -7.0 / -6.3 eV
ΔE to the lowest compared entry with this formula, charge and spin: 0.000 eV
Total energy: -109365.15108 eV
Expectation value of S²: 2.0186
Charge: +2
HOMO level (spin up / spin down): -14.22 / -14.31 eV

natural (NBO) charges in e:
1. V 1.1175
2. C -0.5033
3. C -0.4874
4. S 0.2898
5. C -0.5075
6. C -0.5470
7. S 0.3197
8. C -0.5283
9. C -0.5467
10. S 0.3183
11. C -0.4939
12. C -0.5255
13. S 0.3044
14. H 0.2672
15. H 0.2540
16. H 0.2649
17. H 0.2411
18. H 0.2764
19. H 0.2433
20. H 0.2505
21. H 0.2753
22. H 0.2519
23. H 0.2647
24. H 0.2790
25. H 0.2498
26. H 0.2782
27. H 0.2401
28. H 0.2630
29. H 0.2724
30. F -0.2457
31. C 0.3011
32. C 0.2954
33. F -0.2710
34. C 0.2928
35. F -0.2901
36. C 0.1385
37. O -0.7941
38. C 0.3074
39. F -0.3171
40. C 0.2845
41. F -0.2742
42. O -0.7442
43. C 0.7988
44. C -0.5225
45. C -0.3980
46. C -0.4118
47. C -0.4215
48. C -0.2099
49. N -0.5903
50. H 0.2696
51. H 0.2453
52. H 0.1976
53. H 0.2480
54. H 0.2519
55. H 0.1937
56. H 0.2197
57. H 0.2385
58. H 0.2328
59. H 0.1916
60. H 0.4013